{"formula": "C47H61N9O5TeTl", "method": "ωB97M-V/def2-TZVPD", "relative_energy_kcal_mol": 0.00, "homo_energy_ev": -9.7084, "lumo_energy_ev": -3.68, "total_charge": 1, "energy_ha": -3136.9652, "orbital_gap_ev": 6.025, "species": ["Tl", "N", "C", "C", "C", "C", "N", "H", "H", "H", "H", "H", "H", "H", "H", "H", "H", "H", "H", "O", "C", "O", "C", "C", "N", "N", "C", "C", "O", "O", "H", "H", "H", "C", "C", "C", "C", "C", "C", "C", "C", "C", "C", "C", "C", "N", "C", "C", "C", "C", "C", "N", "C", "C", "C", "C", "H", "H", "H", "H", "H", "H", "H", "H", "H", "H", "H", "H", "H", "H", "H", "H", "H", "H", "H", "H", "H", "H", "H", "H", "H", "H", "H", "H", "H", "C", "N", "C", "C", "C", "N", "C", "O", "N", "H", "H", "H", "H", "H", "H", "H", "Te", "C", "C", "C", "C", "C", "C", "C", "C", "C", "C", "C", "C", "H", "H", "H", "H", "H", "H", "H", "H", "H", "H"], "coordinates": [[-0.665, -0.879, 0.006], [0.900, 0.090, -1.695], [1.506, -0.342, -2.960], [0.527, -1.115, -3.831], [-0.829, -0.449, -4.118], [-2.001, -1.081, -3.385], [-2.093, -0.644, -1.978], [0.213, 0.837, -1.818], [1.603, 0.478, -1.068], [2.349, -0.993, -2.725], [1.903, 0.520, -3.506], [0.337, -2.083, -3.366], [1.037, -1.321, -4.773], [-1.037, -0.529, -5.185], [-0.806, 0.625, -3.895], [-1.910, -2.171, -3.419], [-2.929, -0.823, -3.904], [-2.968, -0.969, -1.580], [-2.119, 0.371, -1.960], [-2.570, 1.510, 5.419], [-2.059, 2.482, 4.678], [-2.142, 3.644, 4.979], [-1.337, 2.092, 3.429], [-0.557, 2.983, 2.722], [-0.082, 2.331, 1.650], [-0.523, 1.069, 1.607], [-1.282, 0.903, 2.673], [-1.961, -0.414, 2.869], [-2.350, -0.706, 3.994], [-2.124, -1.124, 1.820], [-2.445, 0.618, 4.990], [-0.319, 4.011, 2.929], [0.518, 2.694, 0.920], [1.273, -3.862, -1.512], [0.337, -4.889, -2.165], [0.527, -6.263, -1.511], [-1.138, -4.513, -2.293], [-1.795, -4.953, -3.443], [-3.137, -4.700, -3.662], [-3.860, -3.966, -2.732], [-3.249, -3.481, -1.585], [-4.025, -2.720, -0.518], [-5.216, -1.936, -1.069], [-4.495, -3.678, 0.581], [-1.893, -3.775, -1.374], [-1.290, -3.224, -0.224], [-0.790, -3.911, 0.732], [0.055, -3.301, 1.694], [0.481, -3.876, 2.914], [1.351, -2.978, 3.468], [1.481, -1.887, 2.527], [0.672, -2.082, 1.481], [2.446, -0.742, 2.716], [3.818, -1.308, 3.107], [2.604, 0.075, 1.441], [1.909, 0.137, 3.861], [2.283, -4.003, -1.901], [1.333, -3.980, -0.430], [0.975, -2.835, -1.717], [0.667, -5.008, -3.201], [0.245, -6.248, -0.460], [1.575, -6.561, -1.565], [-0.069, -7.026, -2.012], [-1.233, -5.518, -4.177], [-3.619, -5.069, -4.557], [-4.909, -3.772, -2.907], [-3.335, -2.013, -0.042], [-5.993, -2.601, -1.445], [-4.933, -1.259, -1.880], [-5.663, -1.336, -0.275], [-5.212, -4.393, 0.172], [-4.978, -3.128, 1.389], [-3.665, -4.238, 1.009], [-0.990, -4.978, 0.832], [0.144, -4.818, 3.315], [1.891, -3.073, 4.394], [4.201, -1.975, 2.334], [3.785, -1.855, 4.047], [4.526, -0.485, 3.227], [3.091, -0.508, 0.656], [3.219, 0.953, 1.641], [1.649, 0.426, 1.068], [1.949, -0.388, 4.814], [0.877, 0.431, 3.686], [2.514, 1.043, 3.944], [-2.145, 4.817, -1.647], [-2.756, 3.703, -0.926], [-3.991, 3.851, -0.377], [-4.592, 2.857, 0.305], [-3.864, 1.634, 0.414], [-2.680, 1.474, -0.154], [-2.074, 2.497, -0.796], [-0.937, 2.377, -1.274], [-4.360, 0.590, 1.093], [-2.859, 5.222, -2.362], [-1.271, 4.446, -2.172], [-1.843, 5.598, -0.952], [-4.455, 4.818, -0.518], [-5.563, 2.987, 0.753], [-5.197, 0.701, 1.640], [-3.746, -0.194, 1.294], [3.480, 2.611, -1.143], [5.507, 3.015, -0.757], [6.262, 3.656, -1.734], [7.606, 3.916, -1.504], [8.193, 3.545, -0.304], [7.441, 2.901, 0.668], [6.101, 2.625, 0.439], [2.608, 4.115, 0.056], [1.498, 4.795, -0.440], [0.889, 5.782, 0.328], [1.389, 6.100, 1.582], [2.492, 5.417, 2.077], [3.097, 4.423, 1.322], [5.804, 3.959, -2.665], [8.193, 4.414, -2.264], [9.239, 3.755, -0.126], [7.900, 2.603, 1.601], [5.527, 2.093, 1.187], [1.118, 4.568, -1.427], [0.040, 6.323, -0.069], [0.926, 6.881, 2.171], [2.882, 5.658, 3.057], [3.960, 3.902, 1.717]], "forces_ev_per_angstrom": [[0.16, -1.10, 0.25], [-0.65, 0.26, 1.19], [-0.14, -0.36, -0.13], [-0.01, -0.02, -0.03], [0.11, 0.10, 0.03], [0.27, -0.39, -0.25], [0.26, 0.28, 0.18], [0.26, 0.20, -0.27], [0.16, -0.02, -0.18], [0.02, 0.04, 0.04], [-0.09, 0.06, 0.11], [-0.01, -0.07, -0.06], [0.01, -0.02, 0.02], [-0.04, 0.04, 0.00], [0.05, 0.05, -0.07], [-0.04, 0.20, 0.02], [-0.04, 0.06, 0.13], [-0.04, 0.12, -0.03], [-0.16, -0.04, 0.05], [0.04, -0.02, -0.21], [-0.03, -0.21, 0.15], [0.02, 0.09, 0.00], [-0.06, 0.02, -0.05], [0.02, -0.07, -0.02], [0.04, -0.02, -0.03], [0.17, -0.07, -0.52], [-0.05, 0.02, 0.02], [0.13, 0.11, 0.34], [-0.18, -0.04, 0.03], [0.01, -0.10, -0.65], [-0.01, 0.13, 0.07], [0.03, 0.05, -0.01], [-0.03, 0.02, 0.03], [0.10, -0.15, 0.05], [-0.01, 0.02, -0.01], [-0.05, 0.01, -0.07], [0.02, -0.03, -0.12], [-0.03, -0.08, 0.00], [0.05, 0.06, 0.05], [-0.02, 0.03, 0.02], [-0.16, -0.14, 0.07], [-0.09, -0.14, -0.08], [0.01, -0.02, 0.09], [0.02, 0.02, -0.01], [0.04, -0.05, 0.31], [0.08, 1.17, -0.82], [0.41, 0.37, 1.12], [-0.33, -1.16, 0.12], [-0.45, 0.28, -0.89], [0.55, 1.25, -0.76], [0.20, -0.69, 1.30], [-0.29, -0.14, -0.28], [-0.34, -0.12, 0.13], [0.06, 0.22, -0.08], [0.21, -0.11, 0.16], [0.30, 0.16, -0.12], [0.01, 0.00, -0.03], [0.02, 0.02, -0.08], [0.04, 0.02, 0.03], [0.02, 0.07, -0.02], [-0.03, 0.01, 0.07], [0.02, 0.01, -0.01], [-0.01, -0.01, 0.00], [0.01, -0.02, -0.02], [-0.01, 0.00, -0.02], [-0.04, 0.01, -0.02], [-0.08, -0.16, 0.06], [-0.01, -0.02, -0.05], [-0.07, 0.00, -0.07], [0.01, -0.03, -0.05], [-0.01, 0.00, 0.00], [-0.02, 0.01, 0.02], [0.04, 0.01, 0.01], [-0.11, 0.02, -0.03], [0.01, -0.07, -0.02], [0.03, 0.01, 0.03], [-0.01, -0.03, -0.01], [-0.05, -0.02, 0.02], [0.04, 0.00, 0.02], [0.02, -0.02, -0.02], [0.04, 0.03, -0.04], [-0.07, 0.09, -0.02], [-0.02, -0.06, 0.00], [0.01, 0.02, 0.01], [0.02, 0.02, 0.07], [0.01, 0.05, -0.03], [-0.03, -0.04, 0.05], [0.01, -0.03, 0.01], [0.02, 0.02, 0.02], [-0.23, -0.20, 0.28], [0.11, -0.02, -0.14], [-0.04, 0.14, 0.03], [0.06, -0.14, -0.17], [-0.11, 0.28, -0.03], [0.00, 0.00, 0.00], [-0.02, 0.00, 0.00], [-0.03, -0.02, -0.01], [0.01, 0.01, 0.00], [-0.02, 0.01, 0.00], [0.00, -0.01, -0.01], [-0.01, -0.05, -0.02], [0.03, 0.09, -0.23], [-0.01, -0.01, 0.05], [0.01, 0.05, 0.04], [-0.01, 0.00, -0.01], [-0.01, 0.01, 0.01], [0.00, 0.00, 0.00], [0.02, -0.02, -0.05], [-0.01, -0.03, -0.04], [-0.03, 0.01, 0.07], [0.04, -0.04, 0.02], [-0.03, 0.00, 0.02], [-0.01, -0.02, 0.01], [-0.02, -0.02, 0.00], [-0.01, 0.00, 0.00], [0.00, 0.01, -0.01], [0.02, 0.00, 0.00], [0.00, -0.01, 0.01], [-0.04, -0.03, 0.04], [0.02, 0.00, -0.03], [0.02, 0.03, 0.01], [-0.01, 0.00, 0.01], [0.02, 0.01, 0.01], [0.01, -0.01, 0.00]], "lowdin_charge": [1.132, -0.008, -0.236, -0.168, -0.160, -0.201, 0.025, 0.025, -0.025, 0.122, 0.113, 0.085, 0.123, 0.119, 0.116, 0.095, 0.131, 0.038, 0.047, 0.135, -0.496, 0.113, -0.036, 0.034, 0.077, 0.030, -0.175, -0.562, 0.093, -0.109, 0.072, 0.139, 0.132, -0.057, -0.347, -0.043, -0.132, -0.034, -0.058, -0.027, -0.161, -0.389, -0.067, -0.026, -0.184, 0.021, -0.102, -0.329, -0.006, -0.010, -0.231, 0.050, -0.527, -0.035, -0.095, -0.010, 0.095, 0.067, 0.034, 0.128, 0.068, 0.088, 0.085, 0.120, 0.110, 0.112, 0.069, 0.083, 0.078, 0.070, 0.093, 0.087, 0.078, 0.150, 0.116, 0.106, 0.094, 0.079, 0.087, 0.091, 0.056, 0.009, 0.094, 0.061, 0.091, 0.007, -0.026, -0.024, 0.024, -0.341, 0.152, -0.499, -0.021, 0.215, 0.102, 0.084, 0.084, 0.143, 0.120, 0.131, 0.074, 1.416, -0.548, -0.146, -0.075, -0.072, -0.075, -0.150, -0.545, -0.172, -0.088, -0.086, -0.073, -0.123, 0.089, 0.109, 0.109, 0.109, 0.084, 0.083, 0.091, 0.111, 0.113, 0.090]}